--- A ---
# C3H12O4

4 unconnected molecules or ions with the total composition C3H12O4 (the ωB97M-V functional and the def2-TZVPD basis, the OMol25 dataset).

Each line ends with the natural charge from an NBO analysis.
CARTESIAN COORDINATES (ANGSTROEM)
C  -0.6583  -0.3324  0.0592  -0.504
C  -0.1217  -1.4444  0.5437  0.306
O  1.0791  -1.3564  1.2202  -0.677
C  -0.7994  -2.7894  0.5127  -0.675
H  -1.5657  -0.3631  -0.5369  0.197
H  -0.2386  0.6639  0.0236  0.213
H  1.1252  -2.1236  1.7730  0.469
H  -0.3021  -3.4099  1.2741  0.199
H  -1.8184  -2.7128  0.8734  0.237
H  -0.5946  -3.3201  -0.4112  0.234
H  2.2036  4.6105  1.7297  0.467
H  1.4539  3.5634  0.9102  0.479
O  1.3396  4.2205  1.6266  -0.945
H  -4.4183  -1.2425  -1.6321  0.464
H  -3.6319  -2.0621  -2.6143  0.466
O  -4.2441  -1.3019  -2.5523  -0.930
H  2.7720  1.9199  -1.7536  0.473
H  3.5527  1.4776  -0.5183  0.474
O  3.1873  2.2561  -0.9544  -0.946

HOMO-LUMO gap ... 9.52 eV
Net charge ... 0
HOMO level ... -9.07 eV
Multiplicity ... 1


--- B ---
# C3H12O4

4 unconnected molecules or ions with the total composition C3H12O4 (the ωB97M-V functional and the def2-TZVPD basis, the OMol25 dataset).

Each line ends with the natural charge from an NBO analysis.
CARTESIAN COORDINATES (ANGSTROEM)
C  -2.2206  1.1648  2.2288  -0.656
C  -1.5261  0.3370  1.2866  -0.255
C  -0.5033  0.9539  0.6236  0.119
O  0.0906  0.2920  -0.5105  -0.758
H  -2.9553  0.6650  2.7595  0.217
H  -2.5748  2.0201  1.7366  0.223
H  -1.5976  1.6117  2.9627  0.216
H  -1.5223  -0.7539  1.2748  0.222
H  -0.0408  1.8758  0.9713  0.171
H  0.8169  -0.4088  -0.1059  0.500
H  3.3114  0.4372  -1.9484  0.484
H  3.2872  1.8423  -1.2785  0.463
O  3.3524  1.4473  -2.1918  -0.947
H  -1.9566  -2.3363  -1.2003  0.469
H  -1.1522  -1.1390  -1.2948  0.487
O  -1.0346  -2.0496  -1.2061  -0.958
H  1.3189  -1.9796  -1.3933  0.492
H  2.7069  -2.3640  -1.4650  0.472
O  2.2000  -1.6157  -1.2491  -0.959

HOMO-LUMO gap ... 9.59 eV
Net charge ... 0
HOMO level ... -9.02 eV
Multiplicity ... 1


Energies relative to the most stable structure are A 0.0; B 100.4, reported in kJ/mol.


--- A ---
# C6H19NO4

A molecular structure, C6H19NO4 (the ωB97M-V functional and the def2-TZVPD basis, the OMol25 dataset).

Each line ends with the natural charge from an NBO analysis.
CARTESIAN COORDINATES (ANGSTROEM)
C  -2.2150  -0.9700  -2.0342  -0.253
O  -2.6152  0.0627  -1.1717  -0.552
C  -1.7092  1.1661  -0.9543  -0.069
C  -0.2535  0.9565  -0.3878  -0.339
N  -0.2972  0.4106  1.0234  -0.653
C  0.9592  -0.4138  1.2173  -0.254
C  0.9922  -1.8152  0.5780  -0.073
O  1.3909  -1.7901  -0.7465  -0.543
C  1.7392  -2.9933  -1.3452  -0.245
H  -1.8279  -0.6498  -3.0016  0.157
H  -3.0542  -1.6381  -2.2279  0.191
H  -1.3059  -1.3968  -1.6105  0.170
H  -2.2721  1.8508  -0.3199  0.197
H  -1.4978  1.6464  -1.9097  0.162
H  0.2993  1.8809  -0.2206  0.280
H  0.4526  0.5329  -1.1020  0.189
H  -1.0392  -0.2671  1.1244  0.375
H  0.8772  -0.6266  2.2832  0.194
H  1.9468  0.0328  1.1021  0.208
H  0.0722  -2.3759  0.7430  0.156
H  1.6788  -2.4692  1.1156  0.159
H  2.2324  -2.6567  -2.2570  0.194
H  0.8812  -3.6199  -1.5886  0.167
H  2.4981  -3.5570  -0.8026  0.163
O  0.1627  2.7743  0.9881  -1.061
H  0.2287  3.1066  1.8833  0.404
H  0.3917  1.8475  1.0587  0.454
O  0.4154  3.2688  2.8142  -0.770
H  1.1843  3.8168  2.9716  0.493
H  -0.3156  3.8857  2.7774  0.500

HOMO-LUMO gap ... 8.30 eV
Net charge ... 0
HOMO level ... -7.95 eV
Multiplicity ... 1


--- B ---
# C6H19NO4

4 unconnected molecules or ions with the total composition C6H19NO4 (the ωB97M-V functional and the def2-TZVPD basis, the OMol25 dataset).

Each line ends with the natural charge from an NBO analysis.
CARTESIAN COORDINATES (ANGSTROEM)
C  1.6777  1.8607  2.1554  -0.414
N  1.8050  0.4985  1.6432  -0.621
C  0.6876  0.0887  0.7694  -0.166
C  -0.3022  -0.8545  1.4188  -0.413
C  -1.5478  -1.0904  0.5699  -0.397
C  -2.4873  0.1449  0.5028  -0.618
C  1.4382  -0.5347  -0.4054  0.493
O  1.2997  -1.6852  -0.7313  -0.584
H  2.0622  2.5556  1.4165  0.192
H  2.3330  1.9977  3.0190  0.203
H  0.6779  2.1389  2.4967  0.168
H  1.9456  -0.1513  2.4088  0.367
H  0.1892  1.0002  0.4563  0.203
H  0.1758  -1.8004  1.6574  0.220
H  -0.6000  -0.4360  2.3868  0.198
H  -1.2145  -1.2056  -0.4488  0.216
H  -2.1090  -1.9528  0.8982  0.218
H  -3.5032  -0.2008  0.4031  0.217
H  -2.2343  0.7020  -0.3860  0.193
H  -2.4613  0.7226  1.4126  0.193
H  2.1468  0.1401  -0.9115  0.137
H  0.0228  1.1720  -3.5111  0.472
H  -0.3640  1.9719  -2.2510  0.493
O  0.1479  1.1897  -2.5599  -0.977
H  -1.7757  2.9985  -0.8416  0.482
H  -1.0528  4.2365  -1.3762  0.484
O  -1.4324  3.3937  -1.6472  -0.947
H  -0.2617  -4.1124  -1.7694  0.462
H  0.1460  -3.1252  -0.6838  0.493
O  -0.4483  -3.8729  -0.8490  -0.968

HOMO-LUMO gap ... 9.36 eV
Net charge ... 0
HOMO level ... -9.10 eV
Multiplicity ... 1


--- C ---
# C6H19NO4

4 unconnected molecules or ions with the total composition C6H19NO4 (the ωB97M-V functional and the def2-TZVPD basis, the OMol25 dataset).

Each line ends with the natural charge from an NBO analysis.
CARTESIAN COORDINATES (ANGSTROEM)
C  -2.6505  -1.8433  0.0983  -0.615
C  -1.7568  -0.7590  0.6774  -0.226
N  -0.3706  -0.8826  0.1897  -0.477
C  0.2710  -2.0763  0.7555  -0.429
C  1.7578  0.3281  -0.2864  -0.629
C  0.3969  0.3560  0.4278  -0.174
C  0.6441  0.7356  1.8701  0.427
O  0.1754  0.1337  2.8035  -0.543
H  -3.6993  -1.5804  0.2224  0.220
H  -2.4729  -2.8069  0.5729  0.205
H  -2.4465  -1.9946  -0.9641  0.195
H  -1.8068  -0.7521  1.7684  0.203
H  -2.1221  0.2189  0.3526  0.198
H  0.2978  -2.0625  1.8464  0.201
H  1.2877  -2.1898  0.3860  0.203
H  -0.2819  -2.9606  0.4402  0.201
H  2.1897  1.3286  -0.2516  0.247
H  2.4687  -0.3760  0.1409  0.204
H  1.6264  0.0791  -1.3387  0.226
H  -0.1850  1.1602  -0.0325  0.252
H  1.2973  1.6045  2.0359  0.138
H  -0.4031  -0.8229  -1.6887  0.506
H  -1.3608  -0.9208  -2.9108  0.476
O  -0.4997  -0.5544  -2.6340  -0.990
H  -0.6003  1.2258  -2.4089  0.496
H  -0.0658  2.5522  -2.9517  0.462
O  -0.6555  2.2029  -2.2852  -0.984
H  3.5323  3.3557  1.6148  0.479
H  2.6278  4.0805  0.5624  0.481
O  2.8050  3.2205  0.9874  -0.953

HOMO-LUMO gap ... 9.16 eV
Net charge ... 0
HOMO level ... -8.68 eV
Multiplicity ... 1


Energies relative to the most stable structure are A 785.9; B 24.3; C 0.0, reported in kJ/mol.